The molecule C19H22N2O3S2. Source: the OMol25 dataset; level of theory: ωB97M-V/def2-TZVPD.

Computed properties:
energy relative to the best compared isomer or geometry (same formula, charge and spin) = 237.1 kJ/mol
total energy = -50851.7129 eV
SMILES = Cc1ccccc1CSCCNC(=O)CSCc1ccc([N+](=O)[O-])cc1
HOMO-LUMO gap = 0.2872 Ha
HOMO energy = -8.386 eV

Structure (XYZ):
```
48
Properties=species:S:1:pos:R:3:forces:R:3
C -2.477 -1.718 1.836 0.03 -0.05 -0.01
C -2.982 -1.087 0.573 0.00 0.03 -0.13
C -3.874 -0.023 0.659 -0.04 0.10 -0.01
C -4.423 0.558 -0.468 -0.05 0.08 0.05
C -4.093 0.069 -1.721 -0.02 -0.03 -0.09
C -3.201 -0.981 -1.824 -0.18 -0.02 0.05
C -2.632 -1.561 -0.694 -0.16 0.12 0.03
C -1.644 -2.668 -0.890 0.53 0.03 -0.23
H -2.099 -3.518 -1.399 0.00 -0.06 0.06
H -1.193 -3.014 0.037 -0.15 -0.04 -0.04
S -0.275 -2.173 -2.012 0.04 -0.11 0.18
C 0.287 -0.631 -1.219 -0.15 -0.22 -0.34
H -0.114 -0.603 -0.207 0.07 0.05 0.07
H 1.375 -0.668 -1.190 -0.09 0.07 0.11
C -0.143 0.597 -2.017 0.11 -0.21 -0.04
N 0.348 1.823 -1.425 -0.30 -0.01 0.00
C 1.627 2.222 -1.569 -0.24 0.55 0.25
O 2.477 1.582 -2.148 0.35 -0.30 -0.32
C 1.920 3.594 -0.978 0.15 -0.06 0.40
H 1.239 4.335 -1.397 0.04 0.02 -0.02
H 2.949 3.877 -1.202 -0.11 -0.06 -0.11
S 1.673 3.678 0.820 0.23 0.26 -0.02
C 3.097 2.678 1.398 -0.44 0.37 -0.21
C 2.795 1.218 1.376 0.08 -0.30 -0.03
C 3.553 0.334 0.614 -0.15 0.11 0.20
C 3.252 -1.014 0.603 -0.18 -0.41 0.16
C 2.173 -1.475 1.348 0.44 1.29 0.01
C 1.408 -0.604 2.117 0.02 -0.29 0.02
C 1.726 0.735 2.130 0.19 -0.10 -0.10
H 1.141 1.428 2.717 -0.09 0.02 0.07
H 0.585 -0.989 2.700 -0.05 -0.02 -0.01
N 1.806 -2.863 1.284 -0.10 -0.45 -0.07
O 2.636 -3.657 0.904 0.12 -0.20 -0.07
O 0.668 -3.147 1.610 -0.22 -0.23 0.12
H 3.822 -1.713 0.010 0.02 -0.03 -0.03
H 4.371 0.703 0.015 0.06 0.05 -0.08
H 3.273 3.022 2.418 0.09 0.01 -0.05
H 3.953 2.932 0.775 0.08 -0.01 0.09
H -0.267 2.350 -0.825 0.12 -0.01 -0.02
H -1.230 0.651 -2.081 0.13 0.02 -0.04
H 0.278 0.518 -3.023 -0.15 0.01 0.05
H -2.925 -1.365 -2.796 0.04 0.01 -0.08
H -4.525 0.503 -2.610 -0.04 0.04 -0.08
H -5.112 1.384 -0.370 -0.06 0.07 0.01
H -4.147 0.353 1.636 -0.02 0.03 0.10
H -1.411 -1.924 1.801 0.08 -0.01 0.05
H -2.983 -2.670 1.999 0.02 -0.09 0.10
H -2.683 -1.075 2.689 -0.01 0.01 0.07
```
Positions in Å, forces in eV/Å.

Atom charges from the Mulliken analysis, given in e for atoms 1 to 4: atom 1 (C): -1.2345, atom 2 (C): 0.9463, atom 3 (C): -0.8060, atom 4 (C): -0.7513